# 1
C3H2HgO3 as an isolated structure at a distorted geometry, computed with the ωB97M-V functional and the def2-TZVPD basis.

Each line ends with the Löwdin charge.
CARTESIAN COORDINATES (ANGSTROEM)
O: 0.95290 1.02492 -0.83330  -0.083
O: 0.63640 -0.60570 0.52053  -0.133
O: 0.33520 -0.97309 -1.64940  -0.314
C: 0.63193 1.74551 0.39165  -0.118
C: -0.02895 0.82327 1.12593  -0.131
C: 0.83615 -0.29744 -0.73883  -0.741
H: -0.17397 0.84357 2.20404  0.053
Hg: -1.41067 -2.19247 -1.30203  0.434
H: -1.77900 -0.36856 0.28142  0.033

Output
Highest occupied orbital energy (spin up / spin down) in eV: -3.63 / -3.95
Spin multiplicity: 2
⟨S²⟩: 0.773
Orbital gap (spin up / spin down) in eV: 7.51 / 6.69
Charge: -1



# 2
One molecule with the formula C3H2IN at a distorted geometry, computed with the ωB97M-V functional and the def2-TZVPD basis.

Each line ends with the Löwdin charge.
CARTESIAN COORDINATES (ANGSTROEM)
N: -2.71330 -0.19596 -0.04652  0.141
C: -1.61055 0.04177 0.10383  -0.217
C: -0.16322 0.37910 0.00870  -0.248
C: 0.84125 -0.44110 -0.03678  -0.692
I: 2.81243 0.13202 0.02302  0.858
H: 0.06809 1.54708 0.16674  0.142
H: 0.76530 -1.46291 -0.21898  0.016

Output
Highest occupied orbital energy in eV: -9.85
Orbital gap in eV: 9.98
Charge: 0



# 3
One molecule with the formula C3H2IN at a distorted geometry, computed with the ωB97M-V functional and the def2-TZVPD basis.

Each line ends with the Löwdin charge.
CARTESIAN COORDINATES (ANGSTROEM)
C: -0.26847 0.18302 0.01246  -0.100
C: -1.21168 -0.57896 0.53654  -0.726
I: -3.24959 -0.16078 0.87514  0.838
C: -1.20854 -2.44288 0.66352  -0.242
N: -1.51011 -3.53554 0.75041  0.063
H: -0.43167 1.27932 -0.22492  0.089
H: 0.73421 -0.15218 -0.31558  0.079

Output
Highest occupied orbital energy in eV: -10.05
Orbital gap in eV: 9.69
Charge: 0



# 4
C3H2IN as an isolated structure at a distorted geometry, computed with the ωB97M-V functional and the def2-TZVPD basis.

Each line ends with the Löwdin charge.
CARTESIAN COORDINATES (ANGSTROEM)
C: 0.21236 1.76177 -0.04651  -0.167
C: -0.69438 -0.93848 0.02056  -0.157
C: 0.39267 -0.22978 -0.00447  -0.790
N: 0.30613 2.88744 0.02872  0.041
I: 2.27805 -1.03736 -0.00255  0.883
H: -0.80677 -2.07318 0.00476  0.094
H: -1.68805 -0.37043 -0.00050  0.095

Output
Highest occupied orbital energy in eV: -10.12
Orbital gap in eV: 9.36
Charge: 0



# 5
A 2-piece molecular cluster, C3H2INS overall at a distorted geometry, computed with the ωB97M-V functional and the def2-TZVPD basis.

Each line ends with the Löwdin charge.
CARTESIAN COORDINATES (ANGSTROEM)
C: 0.05017 -0.78139 -0.61669  -0.183
C: 0.67185 0.47518 -0.47103  -0.267
C: 0.50897 -1.28006 -1.78720  -0.400
N: 1.48846 0.83188 -1.44030  -0.323
S: 1.59347 -0.29172 -2.61472  0.948
I: -0.25411 -4.25294 -3.08814  0.014
H: -0.63943 -1.24159 0.06066  0.101
H: 0.53583 1.14660 0.35922  0.110

Output
Highest occupied orbital energy (spin up / spin down) in eV: -9.69 / -9.69
Orbital gap (spin up / spin down) in eV: 6.14 / 6.14
Charge: 0



# 6
An isolated ion of composition C3H2IO2S and charge -1 at a distorted geometry, computed with the ωB97M-V functional and the def2-TZVPD basis.

Each line ends with the Löwdin charge.
CARTESIAN COORDINATES (ANGSTROEM)
C: 1.24867 1.47228 0.81676  0.120
C: 0.42303 0.76326 0.27692  -0.325
C: -0.45524 0.11350 -0.58954  -0.517
O: 0.55763 -2.20964 -0.97636  -0.545
O: -0.22618 -1.92202 1.28963  -0.520
S: -0.56730 -1.86425 -0.10438  0.569
I: -2.70753 1.31635 -0.23489  0.207
H: 2.03231 2.10578 1.12160  0.010
H: -0.30539 0.22473 -1.59974  0.002

Output
Highest occupied orbital energy in eV: -4.07
Orbital gap in eV: 6.63
Charge: -1



# 7
An isolated ion of composition C3H2IO2S and charge -1 at a distorted geometry, computed with the ωB97M-V functional and the def2-TZVPD basis.

Each line ends with the Löwdin charge.
CARTESIAN COORDINATES (ANGSTROEM)
C: 1.72792 0.89556 1.08380  0.035
C: 0.91372 0.60456 0.25962  -0.225
C: -0.04597 -0.17415 -0.87920  -0.834
O: -1.38752 -2.19219 0.23890  -0.572
O: -1.80226 0.05448 1.18449  -0.555
S: -1.74509 -0.78241 -0.02928  0.522
I: -0.59490 1.30729 -2.33396  0.630
H: 2.38218 1.22288 1.83657  -0.005
H: 0.55191 -0.93602 -1.36095  0.004

Output
Highest occupied orbital energy in eV: -3.94
Orbital gap in eV: 6.82
Charge: -1



# 8
C3H2InO3 as an isolated structure at a distorted geometry, computed with the ωB97M-V functional and the def2-TZVPD basis.

Each line ends with the Löwdin charge.
CARTESIAN COORDINATES (ANGSTROEM)
O: -1.42468 -0.87572 0.40721  0.025
O: 0.58420 -0.45935 -0.22136  0.024
O: -1.09369 0.73015 -1.12905  -0.184
C: -0.59525 -1.49063 1.43836  -0.046
C: 0.63391 -1.06310 1.06030  -0.163
C: -0.68658 -0.21194 -0.44442  -0.622
H: 1.22687 2.33446 -0.77281  -0.077
In: -0.27649 2.39449 -1.71187  0.948
H: 1.63171 -1.35836 1.37365  0.096

Output
Highest occupied orbital energy (spin up / spin down) in eV: -7.99 / -7.98
Spin multiplicity: 2
⟨S²⟩: 0.758
Orbital gap (spin up / spin down) in eV: 6.73 / 5.02
Charge: 0



# 9
C3H2Li2O3Sr as an isolated structure at a distorted geometry, computed with the ωB97M-V functional and the def2-TZVPD basis.

Each line ends with the Löwdin charge.
CARTESIAN COORDINATES (ANGSTROEM)
C: -2.29272 0.03386 0.54409  -0.435
C: -1.20144 -0.91085 -0.00882  -0.340
O: -3.48657 -0.26850 0.55172  -0.412
H: -1.89452 0.96215 0.95244  0.044
H: -1.48650 -1.96177 -0.06958  0.081
Li: -5.13362 0.43968 -0.27377  0.884
Li: -4.09548 -2.12045 0.86608  0.867
O: -0.07444 -0.45944 -0.31048  -0.469
C: 2.33194 -0.40233 -0.94626  -0.097
O: 3.35265 -0.78721 -0.95008  0.184
Sr: 1.18881 1.22346 0.75604  1.694

Output
Highest occupied orbital energy in eV: -11.67
Orbital gap in eV: 4.33
Charge: +2



# 10
C3H2MnO3 as an isolated structure at a distorted geometry, computed with the ωB97M-V functional and the def2-TZVPD basis.

Each line ends with the Löwdin charge.
CARTESIAN COORDINATES (ANGSTROEM)
C: 1.66178 2.37217 -0.08557  0.096
C: 0.70581 1.64099 0.29481  -0.172
O: 0.44293 0.41917 0.42519  -0.129
C: 1.87317 -0.78959 0.22762  -0.308
O: 2.90537 -0.26603 -0.18340  0.189
O: 1.53609 -1.42038 1.19001  -0.062
H: 2.01064 3.36615 0.16382  0.075
Mn: -0.05978 -1.17831 2.47142  1.034
H: 2.70847 1.13393 -0.28514  0.277

Output
Highest occupied orbital energy (spin up / spin down) in eV: -12.35 / -14.27
Spin multiplicity: 7
⟨S²⟩: 12.001
Orbital gap (spin up / spin down) in eV: 5.82 / 7.70
Charge: +1



# 11
C3H2N2 as an isolated structure at a distorted geometry, computed with the ωB97M-V functional and the def2-TZVPD basis.

Each line ends with the Löwdin charge.
CARTESIAN COORDINATES (ANGSTROEM)
C: 0.67827 0.74863 0.17792  0.070
C: -1.34946 0.97436 -0.08663  0.039
C: -0.69081 -0.96833 -0.13900  -0.123
N: -1.76560 -0.18087 0.11701  -0.083
N: 0.53754 -0.56230 0.19487  -0.094
H: 1.43709 1.33220 -0.25727  0.050
H: 1.15296 -1.34370 -0.00691  0.140

Output
Highest occupied orbital energy (spin up / spin down) in eV: -8.76 / -8.76
Orbital gap (spin up / spin down) in eV: 7.53 / 7.53
Charge: 0



# 12
One molecule with the formula C3H2N2 at a distorted geometry, computed with the ωB97M-V functional and the def2-TZVPD basis.

Each line ends with the Löwdin charge.
CARTESIAN COORDINATES (ANGSTROEM)
N: -0.79444 -2.11279 -0.50209  0.153
C: -0.03760 -1.30734 -0.18465  -0.213
C: 0.73644 -0.13953 0.35776  -0.147
C: 0.11117 1.24146 0.11193  -0.186
N: -0.29951 2.34274 0.07475  0.138
H: 1.09921 -0.28132 1.44279  0.150
H: 1.69843 -0.09591 -0.16165  0.105

Output
Highest occupied orbital energy in eV: -12.32
Orbital gap in eV: 12.61
Charge: 0